{"formula": "C26H20ClFN2O4", "method": "wB97M-V/def2-TZVPD", "smiles": "Cc1onc(-c2c(F)cccc2Cl)c1C(=O)OCC(=O)NC(c1ccccc1)c1ccccc1", "charge": 0, "lumo_energy_ev": 0.551, "gap_ha": 0.34447, "symbols": ["C", "C", "O", "N", "C", "C", "C", "F", "C", "C", "C", "C", "Cl", "C", "C", "O", "O", "C", "C", "O", "N", "C", "C", "C", "C", "C", "C", "C", "C", "C", "C", "C", "C", "C", "H", "H", "H", "H", "H", "H", "H", "H", "H", "H", "H", "H", "H", "H", "H", "H", "H", "H", "H", "H"], "positions_angstrom": [[-2.168, -3.772, -0.702], [-2.814, -2.550, -0.185], [-3.846, -2.652, 0.650], [-4.297, -1.420, 0.986], [-3.551, -0.547, 0.368], [-3.757, 0.897, 0.510], [-2.832, 1.683, 1.188], [-1.745, 1.083, 1.720], [-2.978, 3.047, 1.338], [-4.095, 3.656, 0.791], [-5.039, 2.910, 0.110], [-4.870, 1.540, -0.027], [-6.035, 0.618, -0.892], [-2.558, -1.212, -0.415], [-1.511, -0.661, -1.274], [-0.707, -1.326, -1.877], [-1.543, 0.686, -1.314], [-0.517, 1.294, -2.091], [0.879, 1.063, -1.476], [1.861, 0.938, -2.165], [0.845, 1.082, -0.127], [1.864, 0.484, 0.739], [1.692, -1.018, 0.654], [0.942, -1.682, 1.616], [0.696, -3.038, 1.500], [1.191, -3.740, 0.414], [1.927, -3.080, -0.556], [2.174, -1.724, -0.441], [3.255, 0.987, 0.430], [4.364, 0.189, 0.671], [5.639, 0.669, 0.430], [5.821, 1.954, -0.051], [4.719, 2.762, -0.274], [3.445, 2.285, -0.026], [-1.186, -3.520, -1.092], [-2.770, -4.194, -1.506], [-2.089, -4.514, 0.088], [-2.231, 3.608, 1.875], [-4.228, 4.721, 0.897], [-5.908, 3.382, -0.319], [-0.756, 2.358, -2.117], [-0.507, 0.883, -3.104], [-0.069, 1.129, 0.298], [1.609, 0.812, 1.758], [0.546, -1.134, 2.461], [0.114, -3.545, 2.256], [1.001, -4.800, 0.323], [2.304, -3.621, -1.410], [2.733, -1.206, -1.205], [4.232, -0.814, 1.049], [6.494, 0.034, 0.616], [6.816, 2.325, -0.248], [4.852, 3.769, -0.642], [2.591, 2.923, -0.198]], "nbo_charge": [-0.686, 0.435, -0.258, -0.105, 0.171, -0.183, 0.500, -0.338, -0.311, -0.169, -0.245, 0.015, 0.041, -0.318, 0.792, -0.580, -0.518, -0.172, 0.666, -0.597, -0.632, -0.099, 0.052, -0.237, -0.220, -0.224, -0.190, -0.231, -0.042, -0.210, -0.207, -0.214, -0.223, -0.131, 0.274, 0.243, 0.238, 0.235, 0.225, 0.234, 0.216, 0.226, 0.409, 0.219, 0.210, 0.213, 0.212, 0.215, 0.245, 0.219, 0.211, 0.211, 0.210, 0.204]}